(1)
Below is a structure of composition C34H40Cl3N4O5PS6Sn, with properties calculated with ωB97M-V with the def2-TZVPD basis set.

Computed properties:
M   1033.16 g/mol
Charge   -2

Last column: Löwdin charge in e.
Atoms and positions in Å:
Sn  -0.22151  -0.64625  2.50070  0.97
Cl  -2.82271  -4.00994  1.73991  0.53
C  -3.53011  -3.05950  0.42795  -1.00
Cl  -2.36646  -1.95825  -0.30387  0.56
H  -4.34001  -2.46087  0.83001  0.00
H  -3.88269  -3.74409  -0.33603  0.02
O  6.20284  -4.43479  2.83959  -0.12
C  5.14150  -3.85234  2.84168  -1.07
S  4.79778  -2.38942  3.75323  0.90
C  3.12176  -2.14638  3.24453  -1.22
C  2.62177  -3.06614  2.39400  -1.21
S  1.04649  -3.08685  1.64734  0.34
S  3.71387  -4.38052  1.93768  0.89
S  2.34037  -0.70900  3.83578  0.37
S  2.69102  3.31570  0.32834  0.97
C  2.54159  3.44018  2.03078  -0.41
C  1.77626  2.42559  2.49676  -0.27
N  1.30034  1.56208  1.54016  -0.07
C  1.69956  1.91343  0.36188  -0.50
H  3.02416  4.22279  2.58892  0.05
H  1.52133  2.25533  3.53188  0.10
H  1.42489  1.38862  -0.54290  0.02
C  2.59219  -4.31635  -4.69212  -0.12
C  1.09867  -4.61765  -4.59094  -0.27
C  0.31761  -3.64008  -3.71545  -0.23
C  0.52816  -3.79174  -2.21548  -0.23
N  1.85891  -3.44258  -1.73034  -0.01
C  2.23794  -2.15653  -1.51744  -0.81
S  1.43146  -0.84355  -2.21343  0.66
N  3.30513  -2.03105  -0.71716  0.02
C  3.73639  -0.79007  -0.09367  -0.21
C  5.22602  -0.55099  -0.28493  -0.19
C  5.62240  -0.33364  -1.74309  -0.26
C  5.03593  0.94772  -2.33066  -0.12
H  3.07822  -4.96821  -5.42122  0.06
H  3.09289  -4.44163  -3.73371  0.06
H  2.75221  -3.28133  -5.00075  0.07
H  0.95315  -5.63796  -4.21806  0.10
H  0.66909  -4.59577  -5.59749  0.09
H  -0.75432  -3.78261  -3.88370  0.11
H  0.54915  -2.61338  -4.00816  0.05
H  0.39991  -4.84594  -1.95447  0.12
H  -0.22719  -3.22161  -1.66561  0.06
H  2.16207  -4.05239  -0.98085  0.10
H  3.56799  -2.85935  -0.19459  0.08
H  3.48202  -0.82796  0.96693  0.10
H  3.15547  0.01221  -0.53709  0.03
H  5.78145  -1.39580  0.13508  0.11
H  5.50002  0.32782  0.30723  0.11
H  5.28592  -1.19021  -2.33488  0.10
H  6.71377  -0.30815  -1.81791  0.10
H  3.94764  0.89216  -2.38866  0.04
H  5.40714  1.12835  -3.34174  0.06
H  5.29993  1.81227  -1.71635  0.06
N  -1.52594  0.82181  1.48162  -0.43
P  -2.38918  1.80891  0.73645  0.66
C  -3.96985  1.15224  0.04624  -0.29
C  -4.74869  0.44348  0.96770  -0.09
C  -5.89777  -0.21444  0.56652  -0.11
C  -6.28155  -0.19540  -0.77298  -0.11
C  -5.52012  0.50610  -1.69231  -0.10
C  -4.37371  1.18151  -1.28079  -0.10
C  -3.03847  3.18919  1.75688  -0.29
C  -3.99979  4.09553  1.31779  -0.10
C  -4.45849  5.09650  2.16044  -0.11
C  -3.96392  5.18727  3.45736  -0.11
C  -3.01789  4.27728  3.90599  -0.07
C  -2.55490  3.27931  3.05731  -0.06
C  -1.60601  2.66205  -0.69416  -0.27
C  -1.18551  1.87793  -1.77168  -0.12
C  -0.42044  2.41887  -2.79267  -0.10
C  -0.04789  3.75776  -2.74558  -0.10
C  -0.44159  4.54253  -1.67233  -0.11
C  -1.21470  3.99699  -0.65435  -0.08
H  -4.42474  0.39238  2.00262  0.12
H  -6.49209  -0.75231  1.29568  0.10
H  -7.16692  -0.73093  -1.09452  0.09
H  -5.81221  0.52949  -2.73544  0.09
H  -3.79615  1.73652  -2.01080  0.09
H  -4.39133  4.01661  0.30875  0.11
H  -5.20791  5.79818  1.81391  0.09
H  -4.33153  5.96001  4.12234  0.09
H  -2.64930  4.33026  4.92215  0.10
H  -1.84350  2.53185  3.39340  0.08
H  -1.41943  0.81835  -1.78614  0.09
H  -0.08911  1.78689  -3.60712  0.09
H  0.56558  4.17996  -3.53253  0.09
H  -0.13255  5.57950  -1.61667  0.09
H  -1.50477  4.61424  0.18735  0.10
O  -1.41488  0.60366  4.99765  -0.46
Cl  -2.45733  -0.36998  5.31277  0.62
O  -3.73952  0.29670  5.37970  -0.38
O  -2.16808  -1.01119  6.57128  -0.36
O  -2.47714  -1.35900  4.24054  -0.48

***

(2)
Below is a structure of composition C34H40ClI2N2O2PTa in a non-equilibrium geometry, with properties calculated with ωB97M-V with the def2-TZVPD basis set.

Computed properties:
M   1009.89 g/mol
Charge   +3

Last column: Löwdin charge in e.
Atoms and positions in Å:
Ta  -1.11332  0.16292  -0.75989  1.84
C  -4.00520  -0.04908  -2.24570  -0.14
N  -2.89896  -0.91928  -1.72755  -0.35
C  -3.56673  -1.89433  -0.79834  -0.04
C  -2.41193  -1.69288  -2.91625  -0.17
C  -1.26201  -2.57577  -2.53206  -0.17
N  -0.11380  -1.73786  -2.08082  -0.29
C  0.86119  -2.69076  -1.47464  -0.05
C  0.57843  -1.24705  -3.31871  -0.05
H  -4.74876  -0.69179  -2.71943  0.12
H  -3.61799  0.64878  -2.98606  0.03
H  -4.46905  0.49135  -1.42786  0.03
H  -4.28162  -2.48243  -1.37676  0.12
H  -4.10721  -1.34168  -0.03589  0.10
H  -2.84863  -2.55982  -0.32774  0.08
H  -2.12685  -0.98189  -3.69219  0.12
H  -3.24781  -2.27912  -3.30262  0.15
H  -0.95240  -3.17502  -3.39195  0.15
H  -1.52529  -3.27105  -1.73701  0.13
H  1.04850  -3.49954  -2.18460  0.12
H  0.45458  -3.12104  -0.56660  0.07
H  1.79966  -2.19337  -1.27298  0.07
H  0.93663  -2.11561  -3.87279  0.12
H  1.43111  -0.63359  -3.04171  0.07
H  -0.08694  -0.67581  -3.95391  0.08
Cl  0.92573  7.13292  -2.58677  0.80
C  0.46739  5.61579  -1.95022  -0.64
C  0.19887  5.50493  -0.56134  0.01
C  -0.16868  4.31628  0.02695  0.01
C  -0.29691  3.17584  -0.76627  -0.38
O  -0.67277  2.04182  -0.20545  -0.32
C  -0.03872  3.27711  -2.16120  -0.15
C  -0.23049  2.15966  -2.93210  -0.05
O  -0.60077  1.02195  -2.43394  -0.25
C  0.35363  4.51586  -2.74632  0.00
H  0.28670  6.39716  0.04707  0.14
H  -0.36291  4.25418  1.08896  0.14
H  -0.05663  2.16298  -4.00790  0.17
H  0.54221  4.57357  -3.81097  0.14
C  3.09080  0.06997  -1.20694  -0.06
C  3.34740  -0.83720  -0.03185  -0.28
C  4.63903  -1.32317  0.15426  -0.01
C  4.95568  -2.15394  1.21480  -0.02
C  3.98016  -2.50594  2.13639  -0.03
C  2.68830  -2.03703  1.97733  -0.08
C  2.36434  -1.22577  0.88431  -0.31
P  0.73758  -0.42389  0.95241  1.09
C  1.10025  0.92749  2.11804  -0.29
C  1.74840  2.01453  1.51934  -0.12
C  2.30609  3.01929  2.28234  -0.05
C  2.20878  2.95307  3.66706  -0.02
C  1.57495  1.87949  4.26021  -0.01
C  1.02642  0.83022  3.51700  -0.23
C  0.42795  -0.30519  4.30617  -0.02
C  -0.56688  -1.58845  1.50850  -0.36
C  -0.40346  -2.96607  1.75200  -0.09
C  -1.43642  -3.69827  2.28940  -0.02
C  -2.64712  -3.08183  2.61507  -0.01
C  -2.85166  -1.75636  2.30763  -0.04
C  -1.83451  -0.99540  1.72457  -0.36
C  -2.01884  0.39732  1.25070  -0.22
H  3.72917  0.95293  -1.15558  0.11
H  2.05295  0.41383  -1.25984  0.02
H  3.32574  -0.43706  -2.14565  0.09
H  5.41184  -1.03651  -0.54882  0.13
H  5.96875  -2.51422  1.33164  0.13
H  4.22464  -3.12928  2.98563  0.13
H  1.95656  -2.27073  2.73771  0.10
H  1.85328  2.06458  0.44202  0.09
H  2.82022  3.84283  1.80486  0.12
H  2.63812  3.73236  4.28238  0.13
H  1.51165  1.82965  5.34056  0.13
H  -0.25571  0.08695  5.05957  0.10
H  1.21488  -0.83958  4.84179  0.10
H  -0.12327  -1.02616  3.71390  0.05
H  0.54878  -3.44519  1.57809  0.11
H  -1.29686  -4.75003  2.50144  0.13
H  -3.42589  -3.65528  3.10079  0.13
H  -3.79633  -1.27967  2.54116  0.14
H  -1.36597  1.09234  1.79067  0.07
H  -3.02392  0.81074  1.37444  0.09
I  -3.60442  3.23459  -1.23057  0.36
I  -4.87370  3.50578  -3.54128  0.26

***

What are the HOMO-LUMO gap values for these records? In order: 5.41 5.97 eV.
What are the E_tot values for these records? In order: -6240.0833 -3032.6522 Ha.
What are the highest occupied orbital energy values for these records? In order: -1.63 -16.40 eV.